1.
ORCA calculation (ωB97M-V/def2-TZVPD) on a structure of composition C25H25BrN5O2Rh.

Structure (ORCA input):
```
! RIJCOSX wB97M-V def2-TZVPD def2/J DEFGRID3
* xyz 2 5
Rh 0.2093 0.2454 -0.2934
Br -5.4814 0.1077 -4.7864
O 0.3439 -1.8190 -0.0146
O 2.1919 0.2986 -0.4231
N -1.7785 0.1181 -0.0924
N 0.8663 4.3469 -0.4429
N -0.0062 0.3462 1.9592
N 0.3763 -4.0349 0.1136
N 0.1946 2.2765 -0.4894
C 0.6442 -3.8930 1.5476
C 4.4214 0.8829 -0.2916
C 2.6643 2.6434 -0.3514
C 3.0336 1.2408 -0.3542
C -4.8916 0.0713 -2.0243
C -2.2431 0.1005 1.2498
C -0.0377 -2.9766 -2.0685
C -0.7716 0.2827 4.6300
C -1.7284 0.2018 3.6481
C -0.4944 4.3899 -0.5223
C 0.9000 0.4065 2.9168
C 0.5721 0.3794 4.2716
C 0.2380 -2.9239 -0.5958
C 3.6831 3.5817 -0.3024
C -0.9031 3.0921 -0.5548
C -2.6340 0.0910 -1.1023
C -2.1205 0.1209 -2.4478
C -4.3511 0.1003 -3.3201
C 1.2724 3.0542 -0.4218
C -2.9523 0.1259 -3.5221
C 5.0168 3.2014 -0.2356
C -4.0663 0.0669 -0.9379
C 5.3845 1.8400 -0.2238
C -1.3294 0.2230 2.2892
C 0.2785 -5.3767 -0.4773
H 0.7446 -4.8802 1.9864
H 3.4568 4.6399 -0.3219
H -2.5560 0.1499 -4.5278
H 6.4282 1.5631 -0.1668
H -3.2873 -0.0368 1.4683
H -0.0704 -3.9782 -2.4797
H 5.7829 3.9645 -0.1980
H -0.7064 -5.5530 -0.9058
H -1.0497 0.1426 -2.5990
H -1.0545 0.2684 5.6742
H -1.9054 2.7110 -0.6273
H 0.7364 -2.4065 -2.5837
H 1.9334 0.4768 2.5955
H -2.7789 0.1189 3.8950
H -4.5108 0.0498 0.0429
H -0.1709 -3.3625 2.0380
H -0.9936 -2.4864 -2.2579
H -5.9651 0.0535 -1.8945
H 4.6582 -0.1727 -0.3011
H -1.0467 5.3132 -0.5478
H 0.4368 -6.1082 0.3077
H 1.3486 0.4305 5.0214
H 1.4646 5.1557 -0.4183
H 1.5628 -3.3318 1.7093
H 1.0403 -5.5331 -1.2385
*
```

Values from the calculation:
- highest occupied orbital energy (alpha / beta) (eV) = -12.16 / -14.35
- LUMO level (alpha / beta) (eV) = -5.09 / -8.26
- ⟨S²⟩ = 6.106

Atom charges from the Löwdin analysis, given in e for atoms 1 to 4: 1.10 0.91 -0.12 -0.09

=====

2.
ORCA calculation (ωB97M-V/def2-TZVPD) on a cluster of 5 separate species, C45H83BBr2N3O11 in total.

Structure (ORCA input):
```
! RIJCOSX wB97M-V def2-TZVPD def2/J DEFGRID3
* xyz 1 1
Br 0.3769 3.1085 2.6005
Br -3.6276 0.9780 0.8012
O 4.4353 -3.0914 -2.9067
O -8.8970 3.1398 -2.1004
O 6.7625 -2.3400 6.7969
O -4.4561 3.9180 6.5565
O 5.9249 -3.0314 1.0160
O 6.1755 -2.6644 -4.2515
O -5.0806 2.3164 7.9932
O -10.3261 2.6198 -3.7455
O 2.4681 0.5225 0.4681
O -4.8091 -0.5203 -4.7819
O 8.5027 -1.9129 5.4521
N -1.8566 1.9663 -1.7833
N -2.8131 2.9628 -1.7866
N 2.6932 -3.1257 -0.6452
C 0.4755 -0.7615 1.6606
C -1.2090 1.9191 -3.1490
C 1.4453 3.6588 -0.6952
C 2.5574 -3.3819 4.4164
C 0.0529 0.7316 -0.8359
C -8.5841 3.3980 -0.7191
C 0.9125 -2.1290 -2.3447
C -0.1764 3.5220 -0.7764
C 8.5672 -3.1154 -4.3110
C 1.7839 -0.7140 -2.4511
C 9.7962 -1.3398 5.1859
C -11.0378 2.0694 -1.5475
C -0.2794 0.6004 -3.4404
C 5.6083 -2.7431 -3.0270
C 5.1767 -2.6439 3.5760
C 4.0415 -2.7276 4.7706
C 3.3558 -3.8473 1.6973
C 0.3737 0.8521 -4.9573
C -6.1957 -0.8486 -4.4123
C -0.1337 -0.4196 -5.9145
C 8.7858 -1.7395 7.8861
C -1.7904 1.8677 0.7515
C -8.0776 2.1434 -0.0357
C -7.3365 -0.1376 -5.3880
C -5.4022 3.2179 7.2214
C -4.7260 4.8552 5.4976
C 2.2432 -3.9368 2.9028
C 4.8494 -3.1916 2.0434
C 1.8903 -3.4013 -1.8970
C 0.8866 0.6400 -2.2414
C -1.3774 2.2934 2.1492
C -1.7479 -0.4011 -6.2174
C -4.2150 -1.5286 -5.6743
C 7.4690 -2.0912 -4.5178
C -10.0784 2.6530 -2.5417
C -6.8391 3.6213 7.0737
C -0.3362 -2.0936 1.1568
C -2.3751 2.0749 3.4782
C 2.9826 -4.3789 0.1557
C 7.9355 -1.9917 6.6767
C 10.8945 -2.3639 5.3926
C 6.4586 -2.4910 -1.8176
C -0.8541 2.0706 -0.6034
C -2.5630 -1.6631 -5.5016
C -5.0423 6.2278 6.0579
B 0.9939 0.2179 0.3996
H 1.1977 -4.3508 -1.7434
H -1.9299 -0.5444 -7.3880
H 9.1779 -2.6906 8.2548
H -6.4394 -1.9959 -4.3759
H 8.3910 -3.9972 -4.9360
H 0.0041 -2.0660 -1.6112
H 6.7709 -3.4698 1.3473
H 7.4602 -1.7831 -5.5688
H 3.5915 -2.6233 -0.9058
H -10.8754 0.9908 -1.4812
H 0.4465 -0.4112 -6.9556
H 9.7874 -1.0316 4.1348
H -7.9872 0.6021 -4.7141
H -5.5075 4.4810 4.8301
H 8.1582 -1.2843 8.6621
H -0.0889 1.8258 -5.4592
H -1.0872 -1.9207 0.2769
H -7.0746 4.0707 6.1118
H 2.6575 -3.6217 -2.7689
H -0.1822 -0.1966 2.4430
H 2.8810 -0.2933 0.8815
H -2.2958 0.5852 -5.8702
H -1.9585 2.6375 4.4281
H -2.1111 1.8550 -3.9299
H -9.4353 3.8476 -0.1998
H 4.2562 -2.3391 5.8573
H -7.2089 1.7416 -0.5678
H -2.2829 -2.7020 -5.9723
H -2.3836 -1.7083 -4.3283
H 11.8692 -1.9405 5.1360
H -10.9718 2.5140 -0.5573
H 7.2774 -1.7967 -1.9908
H 2.0079 3.5317 -1.7410
H 0.4166 -2.9970 0.9671
H -4.7027 -2.6102 -5.5454
H 3.9723 -4.8554 -0.2528
H 5.8310 -2.0358 -1.0415
H -0.4883 4.1568 -1.7384
H -7.4614 2.7213 7.1511
H -3.4509 2.5501 3.2779
H -5.9418 6.2120 6.6777
H 7.6246 -1.1808 -3.9318
H -6.8790 0.4486 -6.2934
H 8.6034 -3.4635 -3.2761
H 1.5657 1.5494 -2.4994
H -3.8115 4.9156 4.8977
H 2.1988 -0.7138 -3.5718
H -7.7891 2.3570 0.9969
H -0.9981 -2.4485 2.0847
H 0.5599 -2.3856 -3.4492
H -8.1156 -0.9575 -5.7683
H -0.5916 2.8561 -3.4593
H -0.9623 -0.3473 -3.3844
H 1.6543 4.8027 -0.4129
H -12.0593 2.2582 -1.8998
H 0.1034 -1.4692 -5.4197
H 6.2514 -2.1663 3.7741
H -6.4191 -0.4323 -3.3224
H 1.5476 0.8652 -4.9433
H 1.9755 3.0447 0.1456
H 2.7781 -0.7485 -1.7903
H 1.6897 -3.4498 5.2232
H -4.4750 -1.2211 -6.7979
H -8.8349 1.3560 -0.0271
H 10.9306 -2.7121 6.4275
H -2.4548 0.9069 3.7059
H 9.5420 -2.6920 -4.5677
H 9.6046 -1.0452 7.7129
H 6.8507 -3.4421 -1.4488
H -7.7895 4.1519 -0.7178
H -0.7625 -0.1422 -0.9396
H 1.4217 -1.1649 2.2672
H 1.1818 -4.4045 2.7146
H -2.5436 3.7619 -2.4176
H -0.6074 4.2062 0.1066
H -2.3875 1.0427 -1.7596
H -4.2243 6.5789 6.6955
H -3.7350 2.5482 -2.0773
H 10.7183 -3.2457 4.7677
H -5.1919 6.9485 5.2496
H 2.0606 -5.1034 0.1446
H 9.9518 -0.4294 5.7719
H -7.1040 4.3103 7.8796
*
```

Values from the calculation:
- highest occupied orbital energy (eV) = -9.60
- LUMO level (eV) = -2.49
- relative energy (zero: lowest compared OMol25 entry of this formula, charge and spin) (eV) = 19.523

Atom charges from the Löwdin analysis, given in e for atoms 1 to 4: 0.76 0.67 0.04 -0.01

=====

3.
ORCA calculation (ωB97M-V/def2-TZVPD) on a cluster of 9 separate species, C54H45N9O18 in total.

Structure (ORCA input):
```
! RIJCOSX wB97M-V def2-TZVPD def2/J DEFGRID3
* xyz 0 1
O -16.7560 -0.9784 1.0220
O -18.5931 -6.7499 -14.3069
O -17.4140 -8.2147 -15.3523
O -18.4160 -1.9503 -9.3920
O -14.1746 -1.5993 -17.6929
O -12.9364 0.6397 -15.1790
O -18.3352 -10.4477 -10.6056
O -15.3469 -11.4087 -6.8906
O -14.4405 2.0120 -14.4812
O -14.4010 -4.1817 -10.3427
O -16.0906 -10.0044 -5.4298
O -13.4840 -5.9690 -9.5710
O -18.5233 -1.7674 0.1162
O -13.4816 -7.2068 -1.4329
O -16.0190 -0.6734 -17.0777
O -17.2905 -10.2899 -8.7338
O -14.9230 -6.7557 -2.9783
O -17.5733 -3.0510 -11.0404
N -15.2778 -10.3820 -6.2550
N -14.2513 -5.0315 -9.4821
N -18.0590 -9.8696 -9.5689
N -15.1109 -1.4648 -16.9311
N -17.7230 -7.5878 -14.3525
N -18.0520 -2.0438 -10.5533
N -14.4588 -6.6241 -1.8531
N -17.4507 -1.1918 0.0465
N -13.6708 1.0838 -14.3227
C -15.1964 -5.7531 -0.9348
C -13.6363 0.4601 -13.0087
C -12.3981 -8.1657 -5.4712
C -11.5918 -8.3554 -6.5911
C -16.5207 -5.4736 -1.1741
C -13.6608 -8.7253 -5.4104
C -17.1503 0.5699 -13.0001
C -17.2319 -4.6894 -0.2864
C -18.4724 -7.9471 -8.1278
C -15.5929 -5.7031 -6.0686
C -14.5911 -5.3456 0.2451
C -16.5753 -1.7031 -3.5267
C -16.6102 -4.7654 -6.0124
C -14.0978 -3.9642 -14.3675
C -13.6645 -0.7549 -10.5148
C -16.8335 -1.0089 -1.2756
C -20.1027 -6.3133 -8.7467
C -15.6752 -0.6487 -3.7210
C -18.1587 -0.8695 -11.4090
C -16.1270 -8.9444 -13.0782
C -14.0250 -3.0670 -15.4118
C -13.2627 -9.7836 -7.5299
C -15.4149 -9.2019 -11.9264
C -15.1477 -2.3271 -15.7437
C -18.7894 -8.6175 -9.2980
C -16.3767 -7.2156 -10.9299
C -16.1309 -4.0414 -8.2545
C -19.2339 -0.0108 -11.2590
C -19.2836 1.1237 -12.0484
C -16.3046 -2.4067 -15.0031
C -14.1327 1.1406 -11.9136
C -12.0403 -9.1360 -7.6443
C -14.0355 -9.6106 -6.3991
C -15.8574 -0.0433 -1.4017
C -18.2658 1.4076 -12.9573
C -13.2853 -1.4728 -11.6504
C -15.3021 0.1593 -2.6717
C -19.6965 -8.1484 -10.2186
C -16.3785 -3.3173 -13.9542
C -16.9781 -7.8665 -13.1172
C -19.0993 -6.7397 -7.8874
C -14.1052 0.5569 -10.6561
C -15.3033 -4.5401 1.1099
C -15.5371 -8.3238 -10.8548
C -16.6480 -4.2418 0.9016
C -17.2372 -1.8219 -2.3146
C -14.8240 -5.7797 -7.2253
C -15.2826 -4.0880 -13.6338
C -16.9151 -3.9839 -7.1125
C -17.0561 -6.9346 -12.1011
C -13.2611 -0.8678 -12.8919
C -15.0552 -4.9087 -8.2639
C -17.1452 -0.6339 -12.3336
C -20.4173 -7.0008 -9.9097
H -13.1185 -3.0383 -15.9998
H -19.9976 -0.2281 -10.5244
H -15.3259 -4.8887 -12.9053
H -15.0492 -8.4957 -9.9020
H -13.2521 -4.5613 -14.0552
H -17.0678 -5.9501 -1.9781
H -14.2356 -8.6204 -4.5006
H -15.3379 -0.4930 -4.7392
H -15.2800 -6.3775 -5.2845
H -14.4749 2.1635 -11.9905
H -14.3948 1.1807 -9.8213
H -18.7526 -6.1209 -7.0751
H -14.5544 0.9349 -2.7643
H -14.8057 -4.1618 1.9951
H -17.9642 -2.6043 -2.1578
H -17.2185 -4.7370 -5.1137
H -16.8134 -2.3651 -4.3469
H -18.2665 2.2763 -13.5993
H -16.3111 -6.5155 -10.1050
H -13.5744 -10.4350 -8.3362
H -17.7363 -8.3365 -7.4401
H -17.2045 -1.8766 -15.2806
H -20.1568 1.7651 -12.0287
H -16.3791 0.8500 -13.7040
H -11.4500 -9.2733 -8.5387
H -12.8507 -1.3740 -13.7547
H -16.2429 -3.3562 -9.0780
H -17.6704 -3.2085 -7.0849
H -21.1863 -6.6967 -10.6045
H -20.6714 -5.4274 -8.4802
H -17.3553 -3.4670 -13.5179
H -17.5868 -5.9991 -12.2102
H -18.3081 -4.5652 -0.3320
H -16.2780 -1.2785 -12.2658
H -15.5387 0.6275 -0.6191
H -14.8659 -10.1115 -11.7239
H -10.6299 -7.8629 -6.6540
H -12.0772 -7.4402 -4.7342
H -17.1470 -3.6823 1.6790
H -16.0692 -9.5677 -13.9593
H -12.8653 -2.4540 -11.4716
H -14.1199 -6.5954 -7.3405
H -13.6724 -1.2435 -9.5495
H -13.6039 -5.7151 0.4834
H -19.7973 -8.6123 -11.1892
*
```

Values from the calculation:
- highest occupied orbital energy (eV) = -9.84
- LUMO level (eV) = -0.99
- relative energy (zero: lowest compared OMol25 entry of this formula, charge and spin) (eV) = 0.236
- SMILES string = O=[N+]([O-])c1ccccc1.O=[N+]([O-])c1ccccc1.O=[N+]([O-])c1ccccc1.O=[N+]([O-])c1ccccc1.O=[N+]([O-])c1ccccc1.O=[N+]([O-])c1ccccc1.O=[N+]([O-])c1ccccc1.O=[N+]([O-])c1ccccc1.O=[N+]([O-])c1ccccc1

Atom charges from the Löwdin analysis, given in e for atoms 1 to 4: 0.08 0.08 0.08 0.08

=====

4.
ORCA calculation (ωB97M-V/def2-TZVPD) on the molecule C4H3N3O.

Structure (ORCA input):
```
! RIJCOSX wB97M-V def2-TZVPD def2/J DEFGRID3
* xyz 0 1
O -1.3329 -1.2967 -0.1285
N -0.1420 0.6272 0.1304
N -2.1859 -0.2689 0.0634
N 1.9703 -0.1504 -0.1807
C 1.1713 0.9002 0.0813
C -0.1377 -0.7549 0.0309
C 1.1768 -1.3417 0.0168
C -1.4988 0.8019 -0.1504
H 1.3494 2.0437 -0.1897
H 1.5285 -2.3182 0.3535
H -1.8988 1.7579 -0.0268
*
```

Values from the calculation:
- highest occupied orbital energy (eV) = -8.62
- LUMO level (eV) = 0.23
- relative energy (zero: lowest compared OMol25 entry of this formula, charge and spin) (eV) = 3.787
- SMILES string = c1ncn2cnoc12

Atom charges from the Löwdin analysis, given in e for atoms 1 to 4: 0.05 0.04 0.09 0.05